No. 1
Computed, not measured: 7 unconnected molecules or ions with the total composition C35H84N5O9 at a distorted geometry, with ωB97M-V/def2-TZVPD.

Cartesian coordinates (Å):
C (-6.09, 9.52, 25.25)
C (-5.08, 10.07, 26.22)
C (-4.54, 8.95, 27.21)
N (-3.65, 9.35, 28.45)
C (-2.37, 9.92, 27.88)
C (-1.46, 10.51, 28.99)
C (-1.25, 9.50, 30.13)
C (-2.45, 8.68, 30.57)
C (-3.37, 8.22, 29.39)
C (-4.47, 10.43, 29.25)
H (-7.10, 9.42, 25.65)
H (-5.61, 8.60, 24.92)
H (-6.26, 10.14, 24.37)
H (-5.71, 10.71, 26.84)
H (-4.30, 10.45, 25.57)
H (-3.96, 8.10, 26.85)
H (-5.47, 8.58, 27.63)
H (-1.81, 9.30, 27.19)
H (-2.73, 10.80, 27.34)
H (-0.46, 10.82, 28.68)
H (-1.94, 11.42, 29.36)
H (-0.46, 8.82, 29.82)
H (-0.77, 9.99, 30.97)
H (-2.08, 7.81, 31.12)
H (-3.03, 9.24, 31.31)
H (-2.93, 7.53, 28.66)
H (-4.33, 7.86, 29.75)
H (-4.65, 11.30, 28.61)
H (-3.83, 10.77, 30.07)
H (-5.37, 9.95, 29.65)
C (-18.70, 1.36, 11.75)
C (-18.54, 1.22, 13.25)
C (-17.55, 0.02, 13.56)
N (-17.07, -0.13, 15.06)
C (-18.29, -0.14, 16.02)
C (-19.13, -1.41, 16.09)
C (-18.37, -2.77, 16.05)
C (-17.30, -2.76, 14.91)
C (-16.39, -1.53, 15.00)
C (-16.07, 0.97, 15.34)
H (-19.01, 0.46, 11.21)
H (-17.70, 1.63, 11.42)
H (-19.39, 2.16, 11.50)
H (-19.52, 1.05, 13.71)
H (-18.31, 2.17, 13.72)
H (-16.61, 0.20, 13.05)
H (-18.07, -0.90, 13.27)
H (-18.92, 0.74, 15.89)
H (-17.81, 0.01, 16.99)
H (-19.90, -1.24, 15.33)
H (-19.75, -1.24, 16.97)
H (-19.03, -3.58, 15.74)
H (-17.87, -2.92, 17.01)
H (-17.81, -2.83, 13.95)
H (-16.77, -3.71, 14.96)
H (-15.60, -1.37, 14.27)
H (-15.86, -1.67, 15.93)
H (-15.26, 1.05, 14.62)
H (-15.71, 0.74, 16.35)
H (-16.58, 1.93, 15.24)
C (-10.81, 9.26, 6.36)
N (-11.65, 8.01, 6.15)
C (-12.95, 8.34, 7.03)
C (-12.12, 8.01, 4.63)
C (-10.95, 6.72, 6.63)
C (-11.09, 6.58, 8.18)
O (-10.46, 7.62, 8.86)
H (-10.85, 9.54, 7.41)
H (-11.37, 10.01, 5.80)
H (-9.82, 9.03, 5.97)
H (-13.57, 9.01, 6.44)
H (-12.73, 8.82, 7.99)
H (-13.41, 7.35, 7.03)
H (-12.76, 8.80, 4.22)
H (-12.51, 7.03, 4.38)
H (-11.21, 8.16, 4.05)
H (-9.95, 6.63, 6.21)
H (-11.42, 5.88, 6.10)
H (-10.59, 5.66, 8.47)
H (-12.08, 6.45, 8.61)
H (-10.79, 7.45, 9.74)
C (-8.77, -0.09, 21.52)
N (-7.79, -0.80, 20.67)
C (-8.54, -1.69, 19.67)
C (-6.99, 0.31, 19.97)
C (-6.70, -1.65, 21.40)
C (-7.31, -2.95, 22.09)
O (-8.14, -2.69, 23.17)
H (-8.19, 0.52, 22.22)
H (-9.27, -0.90, 22.05)
H (-9.48, 0.38, 20.84)
H (-9.10, -1.18, 18.88)
H (-9.34, -2.15, 20.26)
H (-7.82, -2.44, 19.34)
H (-6.59, 1.05, 20.68)
H (-7.67, 0.76, 19.25)
H (-6.18, -0.17, 19.42)
H (-6.32, -0.93, 22.13)
H (-5.76, -1.72, 20.85)
H (-6.42, -3.53, 22.34)
H (-7.81, -3.52, 21.30)
H (-8.52, -3.54, 23.41)
C (-17.17, 14.22, 15.70)
N (-17.17, 13.26, 14.50)
C (-18.17, 13.75, 13.52)
C (-15.71, 13.34, 14.06)
C (-17.45, 11.87, 15.07)
C (-17.37, 10.81, 14.01)
O (-18.49, 10.82, 13.16)
H (-18.16, 14.29, 16.16)
H (-17.00, 15.20, 15.26)
H (-16.43, 13.90, 16.43)
H (-19.07, 13.83, 14.13)
H (-18.12, 13.00, 12.73)
H (-17.73, 14.72, 13.29)
H (-15.55, 12.82, 13.11)
H (-15.08, 13.11, 14.91)
H (-15.41, 14.34, 13.77)
H (-18.44, 11.98, 15.50)
H (-16.68, 11.59, 15.79)
H (-17.20, 9.90, 14.58)
H (-16.53, 11.03, 13.36)
H (-19.25, 10.85, 13.75)
O (-11.78, 8.73, 17.71)
C (-11.71, 7.74, 16.91)
O (-11.97, 7.81, 15.69)
O (-11.25, 6.79, 17.43)
H (-11.42, 8.10, 18.33)
O (-16.28, 11.18, 22.13)
C (-16.03, 11.27, 23.50)
O (-16.97, 11.42, 24.29)
O (-14.84, 11.39, 23.97)
H (-15.37, 11.27, 21.86)

Output
Energy relative to the best compared isomer or geometry (same formula, charge and spin) (kJ/mol): 387.3
E_HOMO (Eh): -0.265
Charge: +3
Multiplicity: 1

No. 2
Computed, not measured: 13 unconnected molecules or ions with the total composition C35H94Cl6O36P8 at a distorted geometry, with ωB97M-V/def2-TZVPD.

Cartesian coordinates (Å):
C (1.14, -7.73, -5.44)
Cl (0.46, -8.86, -6.68)
Cl (-0.14, -6.67, -4.85)
H (1.40, -8.22, -4.50)
H (2.00, -7.18, -5.82)
C (-5.98, -1.65, -3.23)
Cl (-7.71, -1.84, -3.80)
Cl (-4.98, -3.09, -3.48)
H (-5.53, -0.75, -3.66)
H (-5.95, -1.49, -2.16)
C (6.51, 2.67, -2.25)
Cl (8.05, 3.37, -1.71)
Cl (5.46, 2.35, -0.86)
H (6.03, 3.39, -2.91)
H (6.69, 1.74, -2.80)
C (6.14, -4.88, 7.32)
O (5.40, -4.20, 6.29)
P (5.33, -2.58, 6.37)
O (6.59, -1.84, 6.06)
O (4.06, -2.18, 5.47)
C (4.17, -1.87, 4.09)
O (4.80, -2.30, 7.87)
C (5.49, -1.48, 8.78)
H (7.12, -5.15, 6.93)
H (5.64, -5.84, 7.45)
H (6.22, -4.32, 8.25)
H (3.56, -2.52, 3.46)
H (5.21, -1.82, 3.77)
H (3.82, -0.84, 4.11)
H (5.65, -0.48, 8.37)
H (6.48, -1.86, 9.04)
H (4.90, -1.38, 9.69)
C (-1.73, -5.37, 1.05)
O (-1.60, -5.47, 2.50)
P (-2.49, -4.82, 3.66)
O (-2.29, -3.35, 3.79)
O (-4.05, -5.32, 3.39)
C (-4.83, -4.77, 2.31)
O (-2.02, -5.65, 4.91)
C (-0.69, -5.66, 5.42)
H (-2.40, -6.13, 0.64)
H (-0.76, -5.61, 0.61)
H (-2.07, -4.36, 0.85)
H (-4.24, -4.33, 1.51)
H (-5.50, -4.03, 2.75)
H (-5.54, -5.49, 1.90)
H (-0.10, -4.88, 4.93)
H (-0.23, -6.65, 5.37)
H (-0.78, -5.54, 6.49)
C (2.95, -9.08, 0.29)
O (3.52, -8.06, -0.52)
P (5.06, -7.98, -0.96)
O (5.42, -8.91, -2.04)
O (5.87, -7.96, 0.44)
C (5.54, -6.97, 1.44)
O (5.06, -6.45, -1.47)
C (6.28, -5.73, -1.76)
H (2.49, -8.58, 1.14)
H (3.69, -9.74, 0.75)
H (2.19, -9.58, -0.30)
H (6.45, -6.64, 1.94)
H (4.92, -7.30, 2.27)
H (5.08, -6.06, 1.05)
H (6.17, -5.34, -2.78)
H (7.12, -6.42, -1.77)
H (6.40, -4.85, -1.14)
C (-4.32, 2.71, 8.81)
O (-3.95, 1.77, 9.84)
P (-2.40, 1.26, 9.95)
O (-2.28, 0.07, 10.80)
O (-1.69, 2.60, 10.50)
C (-2.33, 3.26, 11.58)
O (-1.94, 1.01, 8.40)
C (-0.59, 0.67, 8.07)
H (-3.50, 2.87, 8.11)
H (-4.58, 3.62, 9.35)
H (-5.15, 2.37, 8.19)
H (-1.57, 3.39, 12.34)
H (-3.20, 2.72, 11.96)
H (-2.74, 4.20, 11.22)
H (-0.14, 1.30, 7.30)
H (-0.62, -0.34, 7.65)
H (0.01, 0.70, 8.98)
C (-3.10, -2.69, -9.19)
O (-4.38, -2.06, -9.32)
P (-4.91, -1.53, -10.76)
O (-6.27, -1.01, -10.77)
O (-3.77, -0.44, -11.25)
C (-3.97, 0.94, -11.10)
O (-4.61, -2.81, -11.76)
C (-5.65, -3.27, -12.62)
H (-2.62, -2.43, -8.25)
H (-2.37, -2.41, -9.95)
H (-3.16, -3.78, -9.21)
H (-4.88, 1.09, -10.52)
H (-4.04, 1.45, -12.06)
H (-3.12, 1.34, -10.54)
H (-6.32, -4.02, -12.20)
H (-5.11, -3.79, -13.41)
H (-6.15, -2.44, -13.12)
C (-8.64, 2.70, -0.09)
O (-7.66, 2.38, 0.89)
P (-6.86, 3.46, 1.76)
O (-7.58, 4.69, 2.12)
O (-6.41, 2.67, 3.12)
C (-5.58, 1.55, 3.07)
O (-5.48, 3.72, 0.91)
C (-5.49, 4.43, -0.32)
H (-8.23, 2.39, -1.05)
H (-8.91, 3.76, -0.05)
H (-9.47, 2.03, 0.13)
H (-4.58, 1.71, 3.46)
H (-5.45, 1.08, 2.10)
H (-5.94, 0.75, 3.72)
H (-6.45, 4.73, -0.73)
H (-5.05, 3.74, -1.05)
H (-4.87, 5.31, -0.16)
C (2.31, -0.16, -10.11)
O (2.96, 0.11, -8.88)
P (2.49, 1.33, -7.93)
O (3.22, 1.44, -6.60)
O (2.61, 2.69, -8.87)
C (3.89, 3.03, -9.32)
O (0.85, 1.17, -7.84)
C (0.08, 2.01, -6.99)
H (2.96, -0.03, -10.97)
H (1.32, 0.27, -10.28)
H (2.02, -1.21, -10.09)
H (4.56, 2.19, -9.19)
H (4.33, 3.86, -8.76)
H (3.94, 3.24, -10.39)
H (-0.74, 1.53, -6.45)
H (-0.46, 2.73, -7.61)
H (0.66, 2.60, -6.28)
C (1.25, 6.38, -1.50)
O (0.28, 7.08, -2.29)
P (0.69, 8.29, -3.31)
O (-0.35, 9.16, -3.88)
O (1.84, 9.11, -2.46)
C (1.52, 9.80, -1.29)
O (1.47, 7.48, -4.50)
C (2.88, 7.27, -4.56)
H (1.33, 5.40, -1.96)
H (0.79, 6.21, -0.52)
H (2.30, 6.65, -1.55)
H (2.32, 9.95, -0.58)
H (0.75, 9.30, -0.71)
H (1.16, 10.79, -1.58)
H (3.33, 8.04, -5.19)
H (3.08, 6.25, -4.90)
H (3.29, 7.34, -3.55)
O (-1.30, 0.48, -1.34)
C (-0.26, 0.21, -0.71)
O (0.75, -0.51, -1.09)
C (0.80, -1.07, -2.43)
C (2.16, -1.72, -2.53)
C (-0.01, 0.90, 0.66)
H (0.63, -0.28, -3.16)
H (-0.02, -1.78, -2.60)
H (2.26, -2.37, -3.39)
H (2.43, -2.44, -1.75)
H (2.95, -0.97, -2.50)
H (-0.77, 1.63, 0.92)
H (0.96, 1.41, 0.67)
H (0.02, 0.14, 1.44)
O (1.72, 6.92, 9.23)
C (1.53, 5.82, 8.71)
O (0.85, 5.56, 7.58)
C (0.20, 6.56, 6.84)
C (-0.48, 5.95, 5.66)
C (2.23, 4.64, 9.37)
H (0.81, 7.38, 6.45)
H (-0.60, 6.95, 7.47)
H (0.19, 5.20, 5.24)
H (-0.55, 6.73, 4.91)
H (-1.40, 5.45, 5.96)
H (1.57, 3.77, 9.35)
H (2.37, 4.86, 10.43)
H (3.18, 4.51, 8.86)

Output
E_HOMO (Eh): -0.375
Charge: 0
Multiplicity: 1

No. 3
Computed, not measured: 15 unconnected molecules or ions with the total composition C36H102O15 at a distorted geometry, with ωB97M-V/def2-TZVPD.

Cartesian coordinates (Å):
C (1.08, 0.55, 5.62)
C (2.51, 1.02, 5.36)
O (2.95, 0.54, 4.08)
H (0.48, 1.04, 4.86)
H (0.74, 0.81, 6.62)
H (1.01, -0.54, 5.50)
H (3.17, 0.62, 6.14)
H (2.51, 2.11, 5.43)
H (3.74, 1.07, 3.92)
C (-0.02, 4.65, -0.66)
C (-1.24, 3.93, -1.21)
O (-1.29, 4.03, -2.62)
H (-0.02, 4.65, 0.43)
H (-0.03, 5.70, -0.99)
H (0.92, 4.28, -1.06)
H (-2.14, 4.35, -0.77)
H (-1.13, 2.88, -0.93)
H (-0.74, 3.33, -3.01)
C (-2.93, -3.98, 0.03)
C (-2.33, -5.17, 0.73)
O (-3.15, -6.32, 0.49)
H (-3.13, -4.27, -1.00)
H (-2.25, -3.13, 0.04)
H (-3.83, -3.63, 0.53)
H (-2.18, -5.02, 1.81)
H (-1.32, -5.36, 0.35)
H (-2.76, -7.04, 1.00)
C (3.31, 3.05, 1.97)
C (1.87, 3.17, 2.45)
O (1.69, 4.54, 2.86)
H (3.50, 3.88, 1.29)
H (3.44, 2.13, 1.39)
H (4.08, 3.08, 2.75)
H (1.71, 2.54, 3.32)
H (1.22, 2.91, 1.62)
H (2.17, 4.66, 3.69)
C (1.70, -3.65, -2.26)
C (0.46, -3.75, -1.39)
O (0.72, -3.28, -0.08)
H (2.55, -4.18, -1.84)
H (2.04, -2.62, -2.41)
H (1.51, -4.10, -3.25)
H (0.10, -4.78, -1.39)
H (-0.29, -3.11, -1.87)
H (0.37, -2.37, -0.04)
C (3.53, -1.26, -2.91)
C (4.75, -1.12, -3.79)
O (5.21, 0.23, -3.73)
H (3.73, -0.88, -1.92)
H (3.24, -2.31, -2.90)
H (2.73, -0.68, -3.37)
H (4.55, -1.42, -4.83)
H (5.57, -1.80, -3.53)
H (6.09, 0.30, -4.13)
C (5.23, -2.25, 2.28)
C (4.88, -2.39, 0.82)
O (6.09, -2.78, 0.14)
H (4.50, -1.72, 2.90)
H (6.15, -1.69, 2.44)
H (5.34, -3.24, 2.72)
H (4.47, -1.48, 0.37)
H (4.17, -3.20, 0.63)
H (5.84, -3.08, -0.74)
C (3.44, 2.74, -1.67)
C (3.56, 3.22, -3.12)
O (3.30, 2.18, -4.04)
H (2.38, 2.61, -1.45)
H (3.89, 3.42, -0.95)
H (3.89, 1.75, -1.52)
H (4.54, 3.70, -3.28)
H (2.83, 4.02, -3.26)
H (4.01, 1.50, -4.01)
C (0.29, -3.05, 3.22)
C (1.81, -3.13, 3.17)
O (2.37, -2.39, 4.24)
H (-0.19, -3.74, 2.52)
H (-0.05, -2.06, 2.91)
H (-0.03, -3.25, 4.25)
H (2.21, -2.79, 2.21)
H (2.09, -4.17, 3.34)
H (2.46, -1.45, 4.04)
C (-3.84, 1.83, -1.62)
C (-4.17, 0.96, -0.44)
C (-5.63, 0.54, -0.38)
O (-3.38, -0.25, -0.49)
H (-2.79, 2.15, -1.64)
H (-4.37, 2.78, -1.65)
H (-4.05, 1.33, -2.57)
H (-3.96, 1.54, 0.46)
H (-6.28, 1.38, -0.10)
H (-5.81, -0.17, 0.43)
H (-6.08, 0.16, -1.30)
H (-3.67, -0.76, -1.27)
C (-3.12, -2.72, -4.83)
C (-2.89, -2.05, -3.49)
C (-1.84, -0.93, -3.55)
O (-4.11, -1.59, -2.91)
H (-3.72, -3.61, -4.66)
H (-2.21, -3.07, -5.31)
H (-3.65, -2.06, -5.53)
H (-2.53, -2.79, -2.77)
H (-1.56, -0.61, -2.54)
H (-2.19, -0.07, -4.12)
H (-0.90, -1.24, -4.02)
H (-4.50, -0.99, -3.57)
C (-2.14, -1.07, 4.27)
C (-2.90, -1.30, 2.99)
C (-4.37, -1.69, 3.18)
O (-2.88, -0.05, 2.28)
H (-2.09, -1.93, 4.95)
H (-2.63, -0.28, 4.83)
H (-1.11, -0.74, 4.14)
H (-2.43, -2.08, 2.38)
H (-4.84, -1.90, 2.22)
H (-4.94, -0.87, 3.62)
H (-4.50, -2.57, 3.82)
H (-3.19, -0.17, 1.37)
C (-1.57, 1.32, -4.81)
C (-0.07, 1.14, -4.73)
C (0.56, 1.16, -6.12)
O (0.51, 2.17, -3.93)
H (-1.99, 0.53, -5.44)
H (-1.78, 2.29, -5.25)
H (-2.02, 1.26, -3.82)
H (0.21, 0.20, -4.21)
H (0.44, 2.17, -6.52)
H (-0.01, 0.48, -6.75)
H (1.61, 0.86, -6.11)
H (1.45, 2.01, -3.74)
C (1.66, 0.21, 1.11)
C (0.20, 0.41, 0.76)
C (0.05, 1.44, -0.35)
O (-0.40, -0.83, 0.35)
H (2.05, 1.11, 1.59)
H (2.24, -0.01, 0.21)
H (1.81, -0.61, 1.81)
H (-0.34, 0.73, 1.67)
H (-0.98, 1.47, -0.72)
H (0.68, 1.17, -1.20)
H (0.34, 2.45, -0.03)
H (-1.31, -0.62, 0.12)
C (-1.29, 2.56, 4.06)
C (-2.67, 3.08, 3.69)
C (-2.69, 3.51, 2.22)
O (-3.68, 2.10, 3.88)
H (-1.01, 1.73, 3.43)
H (-1.35, 2.19, 5.09)
H (-0.58, 3.39, 4.01)
H (-2.94, 4.00, 4.21)
H (-2.34, 2.71, 1.56)
H (-2.10, 4.41, 2.00)
H (-3.70, 3.78, 1.91)
H (-3.41, 1.37, 3.30)

Output
Energy relative to the best compared isomer or geometry (same formula, charge and spin) (kJ/mol): 328.9
E_HOMO (Eh): -0.350
Charge: 0
Multiplicity: 1

Q: Among the records above, which one has the highest E_HOMO?
A: C35H84N5O9